Below is C3H4Br2Cl2O as an isolated structure in a non-equilibrium geometry, with properties calculated with wB97M-V/def2-TZVPD.

Last column: natural (NBO) charge in e.
Positions of all 12 atoms, in Å:
C  -0.266  0.510  -0.306  -0.31
C  1.167  0.357  0.194  0.10
C  -1.334  -1.076  0.278  -0.32
O  2.126  1.265  -0.178  -0.66
Cl  1.741  -1.398  -0.239  -0.15
Cl  -1.432  -1.334  1.947  0.06
Br  -0.898  2.201  0.282  0.11
Br  -3.077  -0.801  -0.592  0.02
H  -0.308  0.282  -1.348  0.22
H  1.292  0.544  1.314  0.22
H  -0.998  -2.025  -0.199  0.24
H  1.986  1.475  -1.152  0.47

Cartesian forces (eV/Å) of the 2 atoms listed first:
C -0.3129 -3.2723 1.7877
C 0.9066 -0.3365 2.6632

Highest occupied orbital energy, eV: -10.15
LUMO, eV: 0.3
HOMO-LUMO gap, eV: 10.5
Net charge: 0
Electronic energy, a.u.: -6260.29635
Max |F|, eV Å⁻¹: 3.742
Relative energy (zero: lowest compared OMol25 entry of this formula, charge and spin), kcal per mole: 29.7

***

Below is C34H33FeO4 as an isolated structure in a non-equilibrium geometry, with properties calculated with wB97M-V/def2-TZVPD.

Last column: Löwdin charge in e.
Positions of all 72 atoms, in Å:
C  0.209  -3.837  -0.712  -0.10
C  0.903  -2.520  -0.684  -0.31
C  2.212  -2.410  -1.394  -0.12
C  -0.007  -1.428  -0.274  -0.19
Fe  0.132  -0.914  1.653  0.03
C  -0.714  -2.471  2.228  -0.13
O  -1.496  -3.290  2.517  0.04
C  -1.472  0.023  1.594  -0.15
O  -2.560  0.395  1.453  0.05
C  1.854  0.096  1.290  -0.19
C  2.125  -1.187  1.889  -0.16
C  1.454  -1.231  3.157  -0.19
C  0.767  0.011  3.340  -0.20
C  1.012  0.832  2.187  -0.18
H  -0.735  -3.813  -0.170  0.06
H  -0.034  -4.179  -1.730  0.08
H  0.823  -4.601  -0.242  0.05
H  2.499  -1.360  -1.521  0.09
H  2.031  -2.925  -2.404  0.14
H  0.086  -0.439  -0.761  0.06
H  -1.062  -1.738  -0.278  0.05
H  2.282  0.475  0.361  0.10
H  2.778  -1.960  1.479  0.09
H  1.536  -2.037  3.889  0.11
H  0.227  0.314  4.240  0.10
H  0.696  1.869  2.044  0.11
C  8.547  0.614  -8.218  -0.07
O  8.567  -0.671  -7.558  -0.10
C  7.958  -0.798  -6.348  -0.28
C  7.783  -2.107  -5.841  -0.01
C  7.053  -2.321  -4.677  -0.03
C  6.540  -1.251  -3.910  -0.17
C  5.717  -1.448  -2.673  -0.13
C  4.744  -2.426  -2.599  0.04
C  3.743  -2.802  -1.493  -0.26
C  3.723  -4.339  -1.295  -0.19
C  3.380  -4.811  -0.022  -0.05
C  2.927  -6.122  0.154  -0.10
C  2.979  -7.026  -0.915  -0.11
C  3.555  -6.621  -2.116  -0.10
C  4.013  -5.296  -2.277  -0.04
C  5.972  -0.471  -1.599  -0.17
C  7.234  0.138  -1.377  -0.04
C  7.434  1.042  -0.356  0.00
C  6.356  1.397  0.498  -0.28
O  6.601  2.301  1.474  -0.09
C  5.499  2.675  2.340  -0.06
C  5.094  0.803  0.297  0.00
C  4.933  -0.081  -0.751  -0.02
C  6.829  0.055  -4.386  -0.04
C  7.483  0.299  -5.589  -0.02
H  9.074  0.443  -9.158  0.09
H  7.517  0.939  -8.427  0.10
H  9.071  1.382  -7.630  0.09
H  8.200  -2.938  -6.412  0.11
H  6.885  -3.345  -4.341  0.11
H  4.834  -3.160  -3.425  0.09
H  4.099  -2.382  -0.535  0.11
H  3.367  -4.121  0.828  0.11
H  2.497  -6.420  1.113  0.10
H  2.574  -8.034  -0.794  0.09
H  3.622  -7.332  -2.945  0.10
H  4.515  -5.069  -3.219  0.09
H  8.077  -0.100  -2.023  0.12
H  8.395  1.522  -0.179  0.11
H  5.942  3.416  3.008  0.09
H  4.671  3.112  1.756  0.10
H  5.123  1.807  2.909  0.10
H  4.239  1.024  0.936  0.08
H  3.945  -0.469  -0.963  0.08
H  6.492  0.933  -3.831  0.12
H  7.620  1.321  -5.967  0.10

Cartesian forces (eV/Å) of the 2 atoms listed first:
C 0.2968 -0.5990 0.2725
C -0.7529 -0.1181 0.9787

Highest occupied orbital energy (alpha / beta), eV: -0.15 / -4.43
LUMO (alpha / beta), eV: 2.1 / -0.1
HOMO-LUMO gap (alpha / beta), eV: 2.3 / 4.4
<S²>: 6.078
Net charge: -1
2S+1: 5
Electronic energy, a.u.: -2879.71987
Max |F|, eV Å⁻¹: 7.218
Relative energy (zero: lowest compared OMol25 entry of this formula, charge and spin), kcal per mole: 52.0

***

Below is C45H44N6NiO3Si as an isolated structure, with properties calculated with wB97M-V/def2-TZVPD.

Last column: Löwdin charge in e.
Positions of all 100 atoms, in Å:
Ni  -0.190  -0.436  -1.251  0.27
O  -1.205  1.180  -0.894  -0.26
C  -1.232  2.212  -0.013  -0.49
C  0.009  2.277  0.931  -0.06
C  0.053  1.123  1.881  -0.27
C  -0.245  1.263  3.235  -0.03
C  -0.250  0.128  4.032  -0.08
C  0.012  -1.104  3.454  -0.03
C  0.289  -1.158  2.089  -0.26
C  0.431  -2.439  1.338  -0.06
C  -0.952  -2.756  0.642  -0.51
O  -1.413  -1.689  -0.047  -0.22
C  -1.912  -3.140  1.799  -0.13
C  -1.809  -4.331  2.516  -0.04
C  -2.642  -4.590  3.595  -0.11
C  -3.602  -3.659  3.978  -0.13
C  -3.715  -2.473  3.265  -0.09
C  -2.878  -2.223  2.186  -0.01
C  -0.810  -4.011  -0.249  -0.16
C  0.203  -4.956  -0.138  -0.06
C  0.248  -6.063  -0.983  -0.10
C  -0.724  -6.240  -1.951  -0.12
C  -1.739  -5.295  -2.074  -0.09
C  -1.778  -4.197  -1.233  -0.03
N  0.337  -0.055  1.342  0.18
C  -1.372  3.546  -0.795  -0.15
C  -2.204  3.517  -1.913  -0.02
C  -2.398  4.641  -2.694  -0.08
C  -1.761  5.836  -2.377  -0.12
C  -0.938  5.885  -1.266  -0.11
C  -0.750  4.750  -0.479  -0.06
C  -2.496  2.130  0.879  -0.13
C  -3.295  0.998  0.791  -0.01
C  -4.444  0.891  1.566  -0.09
C  -4.805  1.907  2.440  -0.12
C  -4.005  3.040  2.534  -0.11
C  -2.863  3.148  1.755  -0.04
H  0.001  3.202  1.511  0.09
H  0.891  2.262  0.283  0.11
H  -0.492  2.236  3.641  0.10
H  -0.485  0.200  5.087  0.09
H  -0.034  -2.019  4.032  0.11
H  0.736  -3.248  2.007  0.11
H  1.173  -2.312  0.548  0.09
H  -1.073  -5.070  2.222  0.11
H  -2.547  -5.526  4.137  0.09
H  -4.254  -3.860  4.821  0.08
H  -4.452  -1.731  3.555  0.09
H  -2.934  -1.306  1.616  0.08
H  0.998  -4.825  0.586  0.10
H  1.072  -6.763  -0.904  0.10
H  -0.669  -7.076  -2.638  0.09
H  -2.484  -5.404  -2.854  0.09
H  -2.530  -3.425  -1.345  0.12
H  -2.669  2.573  -2.163  0.11
H  -3.040  4.583  -3.566  0.09
H  -1.900  6.715  -2.996  0.08
H  -0.425  6.805  -1.009  0.09
H  -0.084  4.820  0.370  0.10
H  -2.968  0.209  0.122  0.11
H  -5.055  -0.002  1.493  0.10
H  -5.700  1.818  3.045  0.08
H  -4.276  3.843  3.212  0.09
H  -2.258  4.047  1.820  0.11
N  2.613  -0.253  -0.400  0.23
C  3.423  0.479  -0.031  -0.25
N  4.310  1.340  0.490  -0.10
C  4.042  1.795  1.854  -0.13
C  5.331  2.368  2.409  -0.20
O  5.831  3.409  1.582  -0.14
C  6.089  2.941  0.266  -0.20
C  4.831  2.392  -0.378  -0.14
H  3.701  0.947  2.448  0.14
H  3.255  2.560  1.860  0.13
H  6.079  1.569  2.494  0.12
H  5.163  2.807  3.393  0.12
H  6.858  2.157  0.294  0.12
H  6.467  3.794  -0.296  0.12
H  5.045  1.967  -1.358  0.14
H  4.092  3.195  -0.502  0.13
N  0.623  -1.963  -2.011  0.14
C  1.168  -2.844  -2.515  -0.14
C  1.842  -3.914  -3.121  -0.28
C  3.037  -4.399  -2.552  -0.28
N  4.022  -4.797  -2.092  0.08
C  1.292  -4.569  -4.239  -0.28
N  0.861  -5.118  -5.163  0.09
C  1.458  2.427  -2.499  -0.21
Si  0.631  0.773  -2.958  0.52
C  2.026  -0.035  -3.979  -0.25
C  -0.711  1.180  -4.243  -0.22
H  1.882  2.904  -3.390  0.02
H  2.279  2.234  -1.799  -0.02
H  0.775  3.131  -2.028  0.00
H  2.455  0.674  -4.697  0.01
H  1.670  -0.906  -4.536  0.01
H  2.826  -0.386  -3.320  0.00
H  -0.507  2.107  -4.789  0.01
H  -1.683  1.270  -3.756  0.00
H  -0.775  0.362  -4.967  0.01

Cartesian forces (eV/Å) of the 2 atoms listed first:
Ni -0.5250 -0.0386 -0.2460
O 0.0726 -0.1223 -0.1440

Highest occupied orbital energy (alpha / beta), eV: -1.85 / -1.77
LUMO (alpha / beta), eV: 3.9 / 3.9
HOMO-LUMO gap (alpha / beta), eV: 5.7 / 5.6
Net charge: -2
Electronic energy, a.u.: -4093.28980
Max |F|, eV Å⁻¹: 0.581

***

Below is C29H33CeN16O7S3 as an isolated structure in a non-equilibrium geometry, with properties calculated with wB97M-V/def2-TZVPD.

Last column: Löwdin charge in e.
Positions of all 89 atoms, in Å:
Ce  1.551  0.959  0.524  0.59
C  3.252  -1.322  2.445  -0.08
N  2.239  -0.516  3.137  -0.21
C  1.098  -1.303  3.585  -0.22
C  0.275  -1.944  2.499  -0.17
N  -0.476  -1.054  1.597  -0.16
C  -0.921  -1.888  0.468  -0.09
C  -1.608  -0.394  2.249  -0.29
C  -2.845  -1.036  2.286  -0.06
C  -3.979  -0.428  2.812  -0.14
C  -3.863  0.859  3.327  -0.13
C  -2.632  1.495  3.322  -0.13
C  -1.467  0.901  2.796  -0.66
S  0.028  1.793  2.835  0.61
C  2.846  0.209  4.236  -0.28
C  2.788  -0.299  5.533  -0.05
C  3.365  0.366  6.607  -0.13
C  4.021  1.568  6.369  -0.13
C  4.095  2.072  5.080  -0.13
C  3.524  1.416  3.973  -0.63
S  3.692  2.080  2.377  0.61
H  3.563  -2.191  3.047  0.10
H  4.116  -0.697  2.235  0.07
H  2.881  -1.693  1.485  0.07
H  0.468  -0.653  4.192  0.11
H  1.426  -2.147  4.212  0.11
H  -0.433  -2.625  2.995  0.13
H  0.916  -2.566  1.870  0.12
H  -1.500  -2.763  0.788  0.09
H  -0.040  -2.249  -0.055  0.05
H  -1.529  -1.288  -0.210  0.08
H  -2.946  -2.036  1.887  0.09
H  -4.927  -0.953  2.813  0.08
H  -4.732  1.368  3.732  0.09
H  -2.533  2.501  3.709  0.09
H  2.278  -1.232  5.729  0.09
H  3.297  -0.050  7.606  0.08
H  4.467  2.119  7.192  0.08
H  4.596  3.013  4.887  0.08
N  3.978  3.058  -1.440  0.15
C  4.395  1.766  -1.176  -0.49
N  5.566  1.311  -1.579  0.02
N  5.599  0.032  -1.123  -0.10
N  4.520  -0.249  -0.483  -0.05
N  3.709  0.846  -0.509  -0.16
C  2.850  3.693  -0.953  -0.50
N  2.482  4.883  -1.370  0.02
N  1.328  5.130  -0.686  -0.09
N  1.047  4.153  0.094  -0.04
N  2.019  3.201  -0.038  -0.17
H  4.529  3.577  -2.098  0.13
C  -3.211  -0.105  -4.719  -0.07
C  -2.794  -0.489  -3.309  -0.23
N  -2.207  0.629  -2.578  0.03
C  -2.476  0.982  -1.298  -0.79
S  -1.375  1.711  -0.292  0.82
N  -3.720  0.639  -0.818  -0.01
C  -4.948  1.052  -1.501  -0.25
C  -6.105  0.144  -1.122  -0.09
H  -3.628  -0.969  -5.243  0.08
H  -2.352  0.246  -5.296  0.06
H  -3.957  0.693  -4.705  0.07
H  -2.056  -1.297  -3.355  0.10
H  -3.632  -0.867  -2.732  0.10
H  -1.296  0.932  -2.882  0.10
H  -3.743  0.802  0.183  0.10
H  -4.783  1.032  -2.575  0.09
H  -5.179  2.088  -1.237  0.12
H  -5.887  -0.892  -1.393  0.07
H  -7.024  0.454  -1.625  0.07
H  -6.279  0.175  -0.043  0.07
O  -0.781  -3.320  -6.548  0.05
N  -0.501  -2.157  -6.315  -0.36
O  -0.679  -1.241  -7.099  0.05
C  0.075  -1.839  -5.013  -0.16
C  0.242  -2.842  -4.071  0.06
C  0.730  -2.544  -2.834  -0.03
C  1.004  -1.186  -2.385  -0.27
O  1.265  -0.878  -1.223  -0.10
C  0.897  -0.228  -3.478  -0.04
C  0.450  -0.537  -4.727  0.05
N  1.276  1.186  -3.259  -0.29
O  1.296  1.609  -2.122  -0.01
O  1.504  1.860  -4.245  0.10
N  0.964  -3.701  -1.932  -0.34
O  1.676  -3.531  -0.972  0.10
O  0.469  -4.773  -2.253  0.05
H  -0.001  -3.865  -4.313  0.13
H  0.391  0.236  -5.480  0.13

Cartesian forces (eV/Å) of the 2 atoms listed first:
Ce -0.3737 -0.8327 1.7172
C -0.0507 -0.0831 0.0481

Highest occupied orbital energy (alpha / beta), eV: -1.84 / -1.85
LUMO (alpha / beta), eV: 3.0 / 3.0
HOMO-LUMO gap (alpha / beta), eV: 4.8 / 4.8
<S²>: 0.751
Net charge: -2
2S+1: 2
Electronic energy, a.u.: -4197.31235
Max |F|, eV Å⁻¹: 1.945
Relative energy (zero: lowest compared OMol25 entry of this formula, charge and spin), kcal per mole: 17.4